# 1
Here is the molecule C4H10N2O2 from the OMol25 dataset. Energies are from wB97M-V/def2-TZVPD.

Properties
molecular weight = 118.1 g/mol
2S+1 = 1
SMILES string = [H]/N=C(/N)O[C@H](O)CC
lowest unoccupied orbital energy = 0.864 eV
total charge = 0

Each line ends with the Löwdin charge.
Positions of all 18 atoms, in Å:
H  -0.651  -0.982  1.955  0.0531
N  0.016  -0.292  2.319  0.1543
C  -0.086  0.774  1.651  -0.5144
N  0.506  1.960  1.823  0.1584
O  -1.278  0.897  0.716  -0.0309
C  -1.142  0.074  -0.386  -0.4095
O  -1.648  -1.208  -0.138  -0.0064
C  0.408  0.058  -1.026  -0.1676
C  0.790  -1.228  -1.735  -0.1195
H  0.939  2.094  2.726  0.1173
H  0.565  2.560  1.014  0.1135
H  -1.748  0.520  -1.184  0.1465
H  -0.955  -1.787  0.219  0.0838
H  0.342  0.866  -1.765  0.0978
H  1.271  0.375  -0.431  0.0951
H  0.996  -2.017  -1.005  0.0737
H  1.683  -1.089  -2.352  0.0754
H  -0.007  -1.571  -2.400  0.0793

---

# 2
Here is the molecule C4H10N2O2 from the OMol25 dataset. Energies are from wB97M-V/def2-TZVPD.

Properties
molecular weight = 118.1 g/mol
2S+1 = 1
SMILES string = CN[C@H](CO)C(N)=O
lowest unoccupied orbital energy = 0.719 eV
total charge = 0

Each line ends with the Löwdin charge.
Positions of all 18 atoms, in Å:
C  -2.441  0.120  -0.435  -0.1391
N  -1.322  -0.512  0.226  -0.0739
C  -0.027  0.082  -0.085  -0.2760
C  0.793  -1.003  -0.793  -0.1966
O  2.052  -0.480  -1.224  -0.0658
C  0.619  0.606  1.186  -0.4786
N  1.832  1.212  1.037  0.1742
O  0.097  0.530  2.283  0.0540
H  -2.670  1.172  -0.191  0.0811
H  -3.367  -0.363  -0.103  0.0781
H  -2.421  0.052  -1.521  0.0757
H  -1.487  -0.475  1.216  0.0920
H  -0.161  0.868  -0.836  0.1530
H  0.888  -1.813  -0.058  0.1314
H  0.230  -1.422  -1.624  0.1191
H  2.672  -1.183  -1.076  0.0814
H  2.337  1.149  0.165  0.0881
H  2.377  1.460  1.832  0.1019

---

# 3
Here is the molecule C4H10N2O2 from the OMol25 dataset. Energies are from wB97M-V/def2-TZVPD.

Properties
molecular weight = 118.1 g/mol
2S+1 = 1
SMILES string = NCCNCC(=O)O
lowest unoccupied orbital energy = 0.671 eV
total charge = 0

Each line ends with the Löwdin charge.
Positions of all 18 atoms, in Å:
N  1.360  -2.255  1.765  -0.0106
C  0.660  -1.282  0.940  -0.3038
C  1.510  -0.062  0.721  -0.2381
N  0.854  1.178  0.381  -0.0594
C  0.148  1.384  -0.868  -0.1293
C  -1.125  0.592  -1.076  -0.5007
O  -1.157  -0.606  -1.150  0.0956
O  -2.223  1.366  -1.135  0.1067
H  0.729  -2.920  2.193  0.0627
H  1.853  -1.776  2.514  0.0566
H  -0.304  -0.983  1.375  0.1095
H  0.354  -1.711  -0.006  0.0907
H  2.036  0.172  1.644  0.1109
H  2.341  -0.250  0.067  0.1170
H  0.323  1.496  1.184  0.1178
H  0.814  1.086  -1.663  0.1282
H  -0.040  2.452  -0.946  0.1212
H  -3.027  0.875  -0.925  0.1249

---

# 4
Here is the molecule C4H10N2O2 from the OMol25 dataset. Energies are from wB97M-V/def2-TZVPD.

Properties
molecular weight = 118.1 g/mol
2S+1 = 1
SMILES string = C[C@@H](CN)NC(=O)O
lowest unoccupied orbital energy = 0.857 eV
total charge = 0

Each line ends with the Löwdin charge.
Positions of all 18 atoms, in Å:
C  -2.081  1.055  0.241  -0.0475
C  -0.897  0.208  -0.215  -0.3379
C  0.010  0.975  -1.201  -0.2427
N  -0.708  1.110  -2.444  0.0039
N  -0.217  -0.353  0.969  0.1077
C  1.004  -0.937  0.914  -0.6169
O  1.539  -1.452  -0.037  0.0814
O  1.553  -0.958  2.158  0.0949
H  -2.248  1.825  -0.504  0.0681
H  -1.902  1.502  1.213  0.0734
H  -2.990  0.460  0.293  0.0772
H  -1.239  -0.668  -0.771  0.1395
H  0.308  1.954  -0.838  0.1212
H  0.928  0.397  -1.309  0.0969
H  -0.685  1.991  -2.926  0.0665
H  -0.625  0.367  -3.112  0.0699
H  -0.510  -0.081  1.883  0.1288
H  2.384  -1.441  2.150  0.1157

---

# 5
Here is the molecule C4H10N2O2 from the OMol25 dataset. Energies are from wB97M-V/def2-TZVPD.

Properties
molecular weight = 118.1 g/mol
2S+1 = 1
SMILES string = [H]/N=C(/C)NOCOC
lowest unoccupied orbital energy = 0.702 eV
total charge = 0

Each line ends with the Löwdin charge.
Positions of all 18 atoms, in Å:
H  0.655  -1.420  -0.017  0.0271
N  0.801  -1.618  0.953  0.1575
C  -0.089  -0.848  1.505  -0.6092
C  -0.197  -0.834  2.878  -0.0731
N  -1.116  -0.435  0.741  -0.0077
O  -0.842  -0.333  -0.606  -0.0849
C  -0.237  0.937  -0.726  -0.2806
O  0.231  0.784  -2.022  -0.1979
C  1.257  1.663  -2.544  -0.1080
H  -0.009  0.214  3.340  0.1145
H  -1.284  -1.069  3.297  0.1351
H  0.560  -1.416  3.362  0.0748
H  -1.737  0.354  1.147  0.1901
H  0.654  0.798  0.031  0.1512
H  -0.803  1.917  -0.584  0.1577
H  1.992  1.853  -1.585  0.1220
H  1.970  1.388  -3.510  0.1232
H  0.687  2.632  -2.994  0.1082

---

# 6
Here is a structure of composition C4H10N2O2 from the OMol25 dataset. Energies are from wB97M-V/def2-TZVPD.

Properties
molecular weight = 118.1 g/mol
2S+1 = 1
lowest unoccupied orbital energy = 0.798 eV
total charge = 0

Each line ends with the Löwdin charge.
Positions of all 18 atoms, in Å:
C  -1.083  1.566  0.280  -0.0096
C  0.088  0.883  -0.392  -0.5634
O  1.255  1.621  -0.152  0.0147
N  -0.143  0.475  -1.730  0.1982
H  2.011  1.025  -0.263  0.0864
H  0.560  0.828  -2.377  0.1116
H  -2.021  1.115  -0.031  0.0776
H  -1.097  2.616  -0.010  0.0846
H  -0.969  1.505  1.361  0.0898
C  -0.934  -1.452  0.427  -0.0144
C  0.328  -0.761  -0.058  -0.6057
N  1.422  -1.001  0.781  0.1288
O  0.655  -1.012  -1.400  -0.0430
H  1.283  -1.571  1.602  0.0942
H  2.331  -0.939  0.346  0.0943
H  -0.758  -2.528  0.408  0.0868
H  -1.758  -1.218  -0.238  0.0831
H  -1.172  -1.152  1.447  0.0859

---

# 7
Here is a cluster of 4 separate species, C4H10N2O2 in total from the OMol25 dataset. Energies are from wB97M-V/def2-TZVPD.

Properties
molecular weight = 118.1 g/mol
2S+1 = 1
lowest unoccupied orbital energy = -0.584 eV
total charge = 0

Each line ends with the Löwdin charge.
Positions of all 18 atoms, in Å:
C  -0.315  1.937  -0.362  -0.1649
C  -1.190  -0.373  -0.363  -0.3385
C  -2.046  -1.306  0.643  -0.0540
C  2.491  -0.358  -0.110  -0.2472
H  0.634  2.709  0.882  0.1841
H  -1.567  2.907  -0.825  0.1744
H  0.654  1.471  -1.666  0.2103
H  -1.330  -0.554  -1.509  0.1714
H  -1.609  -1.301  1.776  0.1244
H  -2.875  -0.458  1.036  0.1161
H  -2.462  -2.227  -0.013  0.1140
H  1.707  -2.002  -0.831  0.1492
H  3.288  -0.716  -0.703  0.0755
H  1.751  0.903  1.511  0.0638
N  1.327  -1.000  -0.743  -0.0675
N  2.657  0.357  1.049  0.0301
O  -1.284  0.975  0.181  -0.3280
O  0.168  -0.963  0.047  -0.2132

---

# 8
Here is the molecule C4H10N2O2 from the OMol25 dataset. Energies are from wB97M-V/def2-TZVPD.

Properties
molecular weight = 118.1 g/mol
2S+1 = 1
SMILES string = CN[C@H](CO)C(N)=O
lowest unoccupied orbital energy = 0.744 eV
total charge = 0

Each line ends with the Löwdin charge.
Positions of all 18 atoms, in Å:
C  0.125  -1.489  -2.183  -0.1408
N  0.718  -1.136  -0.902  -0.1031
C  0.108  0.093  -0.311  -0.2589
C  1.263  1.126  -0.215  -0.1544
O  0.475  2.276  0.191  -0.0857
C  -0.720  -0.286  0.901  -0.4868
N  -1.555  0.558  1.523  0.1928
O  -0.476  -1.404  1.328  0.0375
H  -0.912  -1.844  -2.101  0.0785
H  0.755  -2.340  -2.499  0.0774
H  0.316  -0.699  -2.961  0.0914
H  0.715  -1.862  -0.201  0.0887
H  -0.539  0.542  -1.166  0.1654
H  1.933  0.776  0.539  0.1167
H  1.740  1.208  -1.145  0.0980
H  0.992  2.972  0.599  0.0831
H  -1.625  1.497  1.128  0.1149
H  -2.160  0.156  2.158  0.0852

---

# 9
Here is a cluster of 3 separate species, C4H10N2O2 in total from the OMol25 dataset. Energies are from wB97M-V/def2-TZVPD.

Properties
molecular weight = 118.1 g/mol
2S+1 = 1
SMILES string = Cc1c[nH]cn1.O.O
lowest unoccupied orbital energy = 0.503 eV
total charge = 0

Each line ends with the Löwdin charge.
Positions of all 18 atoms, in Å:
C  -2.357  0.403  2.091  -0.0615
C  -1.336  0.367  1.014  -0.3640
C  -1.382  0.690  -0.296  -0.0733
N  -0.074  0.634  -0.757  0.0458
C  0.686  0.328  0.311  -0.2203
N  -0.015  0.178  1.406  0.0909
H  -3.367  0.057  1.871  0.0689
H  -2.033  -0.212  2.929  0.0695
H  -2.498  1.402  2.503  0.0726
H  -2.152  0.656  -1.047  0.1096
H  0.194  0.644  -1.733  0.0994
H  1.744  0.118  0.298  0.1135
O  1.411  1.122  -3.343  -0.0384
H  2.321  1.261  -3.135  0.0369
H  0.946  1.958  -3.267  0.0490
O  2.935  -2.935  0.459  -0.0583
H  2.328  -3.337  1.070  0.0223
H  2.648  -3.335  -0.374  0.0373

---

# 10
Here is the molecule C4H10N2O2 from the OMol25 dataset. Energies are from wB97M-V/def2-TZVPD.

Properties
molecular weight = 118.1 g/mol
2S+1 = 1
SMILES string = CC(C)(NO)C(N)=O
lowest unoccupied orbital energy = 0.726 eV
total charge = 0

Each line ends with the Löwdin charge.
Positions of all 18 atoms, in Å:
C  -0.187  1.524  -0.541  -0.0295
C  -0.460  0.163  0.043  -0.3885
C  -1.894  -0.046  0.470  -0.0388
N  0.029  -1.178  -0.808  -0.0206
O  1.226  -1.031  -1.598  -0.0981
C  0.573  -0.378  1.035  -0.5281
N  1.908  -0.011  0.854  0.1489
O  0.194  -0.788  2.153  0.0081
H  -0.182  2.261  0.271  0.1030
H  0.806  1.598  -0.997  0.0765
H  -0.926  1.808  -1.296  0.0857
H  -2.067  -1.047  0.873  0.0844
H  -2.148  0.670  1.262  0.0989
H  -2.572  0.106  -0.377  0.0861
H  0.039  -2.101  -0.367  0.1291
H  0.883  -1.059  -2.510  0.1053
H  2.504  -0.315  1.613  0.1034
H  2.272  -0.178  -0.078  0.0742

---

# 11
Here is a structure of composition C4H10N2O2 from the OMol25 dataset. Energies are from wB97M-V/def2-TZVPD.

Properties
molecular weight = 118.1 g/mol
2S+1 = 1
lowest unoccupied orbital energy = 0.763 eV
total charge = 0

Each line ends with the Löwdin charge.
Positions of all 18 atoms, in Å:
C  -0.421  2.213  0.199  -0.1999
C  -0.124  -0.699  -0.148  -0.3983
C  1.127  -0.139  -2.024  -0.1199
C  -0.839  -2.201  1.420  -0.1467
H  -0.661  1.888  -0.834  0.0861
H  -0.260  3.263  0.155  0.0728
H  -1.252  1.804  0.979  0.1409
H  0.856  1.851  1.594  0.1773
H  0.799  -0.182  -3.213  0.1272
H  2.015  -1.296  -1.739  0.1784
H  1.428  0.931  -1.257  0.1562
H  -1.495  -1.316  1.560  0.1081
H  0.158  -2.101  1.809  0.0818
H  -1.220  -3.220  1.629  0.1063
N  0.685  1.517  0.544  -0.1842
N  0.167  0.228  0.688  0.0480
O  -0.032  -0.689  -1.501  -0.1582
O  -0.929  -1.852  0.136  -0.0758

---

# 12
Here is a cluster of 3 separate species, C4H10N2O2 in total from the OMol25 dataset. Energies are from wB97M-V/def2-TZVPD.

Properties
molecular weight = 118.1 g/mol
2S+1 = 1
lowest unoccupied orbital energy (alpha / beta) = 0.363 / 0.363 eV
total charge = 0

Each line ends with the Löwdin charge.
Positions of all 18 atoms, in Å:
C  0.607  -1.261  1.021  -0.3318
C  1.590  1.112  -0.405  -0.0749
C  -0.930  0.233  -0.084  -0.1481
C  0.229  0.619  -0.221  -0.1058
N  -0.705  2.251  -1.427  -0.0883
N  -2.164  -0.197  0.082  0.1395
O  -0.490  -2.085  1.302  -0.0562
O  1.598  -1.920  0.298  -0.0273
H  1.228  -2.184  -0.554  0.1044
H  -0.172  -2.902  1.722  0.1009
H  1.070  -0.834  1.912  0.1208
H  -2.359  -1.133  -0.244  0.1159
H  -1.399  2.702  -0.826  -0.0627
H  -1.267  1.796  -2.150  -0.0608
H  -2.605  0.021  0.965  0.1224
H  1.778  1.250  -1.469  0.0875
H  1.666  2.098  0.054  0.0919
H  2.325  0.433  0.025  0.0726

---

| no. | strongest force on any atom (eV Å⁻¹) |
| --- | --- |
| 1 | 4.17 |
| 2 | 1.42 |
| 3 | 0.97 |
| 4 | 0.99 |
| 5 | 7.31 |
| 6 | 3.49 |
| 7 | 5.96 |
| 8 | 4.21 |
| 9 | 1.57 |
| 10 | 5.17 |
| 11 | 7.69 |
| 12 | 0.65 |